[1]
101
Properties=species:S:1:pos:R:3 method="wB97M-V/def2-TZVPD" multiplicity=1 homo_energy_ev=-4.9 charge=-1
Na -0.11928 1.63983 0.02058
O 3.85312 5.77902 2.95984
C 4.64498 4.71316 2.90146
O 5.77812 4.74478 3.32588
C 4.09205 3.48973 2.26935
C 4.82186 2.32631 2.13610
N 4.02496 1.44017 1.51774
N 2.81833 1.92923 1.24486
C 2.83415 3.17297 1.68990
C 1.57446 3.96293 1.49740
O 1.49765 5.10193 2.06724
O 0.69149 3.43650 0.80872
H 2.96270 5.59620 2.53762
H 5.83570 2.10658 2.42618
H 4.20044 0.48549 1.21859
C 0.02349 -5.81509 -1.34990
C 0.21589 -4.34673 -1.07868
C 1.22237 -3.87328 -0.26016
C 1.42150 -2.51204 -0.01795
C 2.63516 -2.11531 0.69461
O 3.21358 -1.04807 0.54729
C 3.22874 -3.09399 1.68045
C 2.51047 -3.43752 2.82020
C 3.07232 -4.27543 3.77352
C 4.34625 -4.79229 3.57973
C 5.06063 -4.45916 2.43624
C 4.50704 -3.60390 1.49371
C 0.47480 -1.52685 -0.50283
O 0.45959 -0.34643 -0.09459
C -0.51281 -2.02615 -1.44918
C -0.60330 -3.39059 -1.68263
C -1.47580 -1.12600 -2.12180
N -1.53837 0.13425 -1.89911
C -2.59765 0.91797 -2.52250
C -3.83069 1.00447 -1.62832
Te -3.43067 1.43722 0.44149
C -3.36393 -0.60535 0.98978
C -2.18915 -1.21072 1.42166
C -2.17482 -2.56504 1.73748
C -3.33333 -3.32081 1.63399
C -4.51578 -2.71523 1.22741
C -4.53243 -1.36185 0.91511
C -2.41656 -1.78413 -3.09953
C -3.62335 -2.32598 -2.67189
C -4.49096 -2.91425 -3.58269
C -4.15662 -2.97050 -4.92893
C -2.94739 -2.43927 -5.35905
C -2.08135 -1.85101 -4.44790
H 0.67468 -6.41541 -0.71207
H 0.24940 -6.07840 -2.38721
H -1.00549 -6.12802 -1.15532
H 1.91110 -4.58547 0.18555
H 1.51029 -3.04198 2.95708
H 2.51084 -4.52853 4.66420
H 4.78334 -5.45062 4.32007
H 6.05372 -4.86285 2.28076
H 5.06536 -3.32603 0.60745
H -1.36604 -3.74972 -2.36515
H -2.90001 0.53566 -3.50454
H -2.21181 1.92912 -2.67727
H -4.38427 0.06408 -1.61854
H -4.50499 1.78781 -1.97614
H -1.26625 -0.64912 1.46578
H -1.24291 -3.03213 2.03623
H -3.31686 -4.37856 1.86758
H -5.42892 -3.29394 1.15384
H -5.45992 -0.89029 0.61042
H -3.87194 -2.29808 -1.61583
H -5.42808 -3.33293 -3.23646
H -4.83228 -3.42856 -5.64067
H -2.67647 -2.48393 -6.40696
H -1.13498 -1.43888 -4.78054
N -1.37058 5.66109 1.54850
C -2.06881 6.44256 0.66650
C -3.34755 5.96489 0.68302
N -3.45166 4.89708 1.54021
C -2.24440 4.74337 2.03744
C -1.83874 3.72448 3.00595
N -2.51224 2.63769 3.30621
C -1.73372 1.97170 4.22276
C -0.58875 2.66996 4.47303
N -0.67299 3.79838 3.69799
H -0.35407 5.59965 1.63297
H -1.60219 7.24749 0.12568
H -4.20064 6.33217 0.13528
H -2.03760 1.02624 4.64231
H 0.25999 2.47494 5.10606
H 0.07421 4.45771 3.51845
C 3.59129 2.58835 -2.58056
As 1.89751 1.74678 -2.05090
C 2.06180 0.14441 -3.16651
C 0.74865 2.76769 -3.29350
H 3.66050 2.68262 -3.66550
H 4.41713 1.97710 -2.21557
H 3.66878 3.57412 -2.12209
H 2.29111 0.40554 -4.20154
H 1.12056 -0.40490 -3.11763
H 2.85073 -0.48833 -2.75879
H 1.20799 2.86178 -4.27988
H 0.56194 3.76038 -2.88238
H -0.20339 2.24605 -3.39624

[2]
98
Properties=species:S:1:pos:R:3 method="wB97M-V/def2-TZVPD" de_lowest_kcal_mol=39.4 multiplicity=2 homo_energy_ev="-9.6 / -9.7" charge=+1
Ru -0.43548 0.17387 -0.05404
C -7.61788 0.08537 -0.37004
O -7.25128 0.01407 0.99016
C -5.94588 -0.04933 1.30656
C -5.65288 -0.10463 2.68746
C -4.35548 -0.17953 3.11986
C -3.27928 -0.23483 2.22286
C -1.91338 -0.35203 2.68926
C -1.59888 0.07547 4.10646
O -0.99288 -0.79073 1.98506
C -3.55558 -0.16623 0.80806
O -2.65918 -0.15693 -0.09284
C -4.91178 -0.07033 0.39836
H -8.70548 0.11167 -0.38264
H -7.26958 -0.79143 -0.92324
H -7.22558 0.99177 -0.83994
H -6.47128 -0.07413 3.38576
H -4.15298 -0.23863 4.17916
H -2.14508 0.97887 4.36806
H -0.52828 0.25917 4.18266
H -1.86188 -0.70823 4.81616
H -5.07408 -0.00943 -0.66474
O 1.85422 -0.09543 -0.85474
S 3.20042 -0.65733 -1.16414
C 4.38422 0.77157 -0.98734
C 4.76392 1.22907 0.41286
C 3.59912 1.57837 1.34266
C 2.76402 2.78777 0.97546
S 1.12532 2.65547 1.83866
O 0.80132 1.20177 1.77446
C 1.77912 2.82267 3.52866
C 1.97422 1.67827 4.27706
C 2.44442 1.77717 5.57366
C 2.70092 3.02417 6.11606
C 2.48702 4.17147 5.36806
C 2.01442 4.07517 4.06866
C 3.70492 -1.61963 0.28446
C 4.89932 -2.31923 0.22296
C 5.31902 -3.03493 1.33096
C 4.54352 -3.04773 2.48026
C 3.32872 -2.38263 2.51256
C 2.89512 -1.67593 1.40356
H 3.90502 1.56717 -1.55664
H 5.27662 0.44857 -1.52394
H 5.42902 2.09167 0.31316
H 5.33962 0.43627 0.89656
H 4.00452 1.70907 2.34866
H 2.91422 0.73237 1.37846
H 2.50852 2.81477 -0.08264
H 3.20472 3.73367 1.27796
H 1.76002 0.72467 3.82136
H 2.60332 0.88977 6.16496
H 3.06952 3.10407 7.12566
H 2.68182 5.13917 5.80326
H 1.83442 4.95907 3.47606
H 5.48762 -2.30313 -0.68224
H 6.24882 -3.58143 1.29806
H 4.87492 -3.59563 3.34846
H 2.70892 -2.42723 3.39436
H 1.92742 -1.18263 1.40366
Br 1.42412 -4.95173 1.31256
C -0.36588 -5.33103 0.85286
C -0.95358 -6.48863 1.34516
C -2.25208 -6.80853 0.98806
C -2.97348 -5.95173 0.16996
C -2.39418 -4.78383 -0.29774
C -1.08178 -4.47263 0.02736
I -0.18958 -2.71413 -0.83594
H -0.38888 -7.13303 2.00216
H -2.69718 -7.72373 1.35216
H -3.98858 -6.19243 -0.11014
H -2.95658 -4.10583 -0.92054
N -0.51808 -0.00313 -2.45464
S -1.53978 0.72307 -3.43334
C -0.91798 2.40447 -3.70774
C 0.41682 2.60907 -4.00814
C 0.89122 3.90327 -4.11744
C 0.03402 4.97507 -3.92084
C -1.30118 4.75797 -3.62354
C -1.78338 3.46527 -3.51104
C -1.08548 0.05247 -5.07704
C -0.53948 -1.21693 -5.11824
C -0.19988 -1.77323 -6.33954
C -0.41538 -1.06483 -7.50974
C -0.98068 0.19897 -7.45704
C -1.32108 0.76647 -6.23924
H 0.46072 0.14277 -2.69824
H 1.07882 1.76697 -4.15994
H 1.92982 4.07397 -4.35754
H 0.41322 5.98297 -3.98664
H -1.96848 5.59257 -3.47494
H -2.81598 3.27237 -3.26444
H -0.38298 -1.75533 -4.19504
H 0.23442 -2.75883 -6.37084
H -0.14348 -1.49923 -8.46014
H -1.15128 0.74787 -8.36924
H -1.75648 1.75307 -6.20034
Cl -0.57878 2.57627 -0.45894